125
Properties=species:S:1:pos:R:3:forces:R:3 method="wB97M-V/def2-TZVPD" e_above_lowest_kj_mol=201.4 max_force_ev_per_a=12.758 homo_lumo_gap_ev=4.93 e_homo_ev=-9.7 lumo_energy_ev=-4.79 total_charge=+1
C 1.0717 -2.7733 -0.5887 4.614 1.460 -2.131
C 0.4641 -1.2870 -0.6696 -0.300 -4.952 -2.850
C -0.9466 -1.4518 -1.5104 0.485 1.304 2.264
C -1.6938 -0.1371 -1.4965 -2.973 -1.833 -1.464
C -2.0935 0.1744 -0.0818 0.712 2.204 0.823
C -0.7897 0.2768 0.8029 -0.588 1.445 2.764
N 0.2371 -0.8230 0.6327 0.613 -0.007 4.847
O 0.8350 -1.2463 1.6589 -2.376 1.601 -4.738
C -1.1834 0.3345 2.3699 6.191 -1.317 -1.988
C -0.0639 1.6012 0.5072 3.915 -0.687 3.653
C 1.3935 -0.5093 -1.5119 4.292 2.764 -1.664
H 1.3034 -3.3238 -1.6009 -0.734 1.892 1.499
H 0.2996 -3.2725 -0.2137 -2.622 -2.761 2.309
H 2.1172 -2.8748 -0.0516 -2.423 0.445 -0.562
H -1.6360 -2.1989 -1.1676 0.183 -0.717 0.937
H -0.6598 -1.7822 -2.4571 0.822 -0.210 -1.648
H -2.7120 -0.3225 -2.0962 2.271 0.699 0.872
H -1.0597 0.5658 -2.0013 -0.241 1.023 -0.093
H -2.8195 -0.4167 0.4182 -0.211 -1.989 -0.018
H -2.7558 1.1073 0.0402 1.864 -0.342 -0.440
H -1.8607 1.0529 2.3188 -3.252 3.112 0.633
H -0.2094 0.6671 2.9745 -2.429 -0.919 -1.080
H -1.5380 -0.6333 2.5448 -0.668 -1.263 1.163
H -0.4720 2.4439 1.0175 -0.874 0.192 1.067
H -0.1928 1.9021 -0.4410 0.335 0.638 -3.880
H 1.1255 1.6559 0.9244 -3.197 -0.482 -1.499
H 1.0294 0.3758 -2.1465 -0.106 -1.707 0.614
H 2.0962 -1.2366 -2.1071 -1.942 1.403 0.662
H 2.2091 0.0585 -0.9449 -1.120 -0.877 0.032
N -0.9684 3.6282 -4.4153 2.621 -0.173 3.447
C -0.3251 2.8336 -5.3172 4.942 0.148 4.508
C 1.0114 2.4659 -4.6861 -3.033 1.818 2.828
C 0.9999 2.9897 -3.2277 -3.932 2.179 -1.710
C -0.2733 3.8139 -3.1056 3.989 -6.275 -6.967
H -1.8464 4.0563 -4.5392 -0.969 0.309 -0.434
H -0.7728 2.5910 -6.2246 -0.289 -0.300 -1.353
H 1.9528 2.0025 -4.9770 -0.851 -0.253 -0.745
H 1.7090 2.9106 -2.3172 -0.959 0.056 -2.184
H -0.6359 4.4572 -2.4439 -1.508 2.419 2.760
N 1.4916 6.7536 2.5065 1.036 0.883 2.388
C 0.8666 6.4879 1.2975 1.918 -3.642 -0.310
C 1.4418 5.1894 0.7549 1.911 4.426 7.168
C 2.5031 4.7952 1.8374 -5.697 8.126 -0.572
C 2.4685 5.8179 2.8637 -2.740 -1.940 -5.993
H 1.3689 7.5195 3.3094 -0.296 -1.868 -3.348
H 0.0752 7.1402 0.9538 0.186 -0.201 -0.128
H 1.1078 4.5577 0.0206 -0.712 -0.916 -1.915
H 2.9535 3.9465 1.9220 2.916 -4.930 0.155
H 2.8870 5.8916 3.7819 1.498 0.132 2.459
N -3.2226 -1.8497 -6.5266 -0.505 -5.522 2.122
C -3.0741 -1.4987 -5.1698 1.214 3.509 -1.828
C -2.7011 -0.0447 -5.2632 -0.176 -1.734 -1.642
C -2.5806 0.2870 -6.7097 -2.381 -6.951 2.396
C -2.9750 -0.9400 -7.4904 1.548 4.103 6.499
H -3.3989 -2.9860 -6.5848 0.544 4.174 -0.836
H -3.0261 -2.3360 -4.4043 -0.349 1.614 -1.032
H -2.5543 0.7938 -4.5068 -0.160 -1.779 -0.780
H -2.4040 1.2397 -6.9563 0.584 3.123 -1.630
H -3.0450 -1.1190 -8.4742 -0.288 -0.648 -3.200
N 0.4089 4.7457 6.3244 0.348 4.985 -0.860
C -0.1035 4.8930 5.0357 -2.244 -11.464 5.130
C -0.4844 3.5702 4.5123 1.329 0.737 3.347
C -0.2031 2.5433 5.5904 0.485 6.111 1.639
C 0.2396 3.5637 6.7786 0.515 -7.336 -0.130
H 0.8759 5.5641 6.9278 -1.723 -2.556 -2.027
H 0.1179 5.6055 4.5329 2.173 8.991 -6.010
H -0.9130 3.5259 3.4934 0.470 -0.461 0.781
H -0.2392 1.4434 5.6775 -0.412 1.063 -0.122
H 0.6997 3.3496 7.8099 -1.122 -0.075 -1.762
C -2.1410 -5.9641 -1.8832 -1.892 -1.760 2.587
N -1.5618 -5.1791 -2.9330 1.721 -1.912 -1.088
O -1.8209 -5.5944 -4.0529 -0.057 1.319 -0.352
O -0.6107 -4.4759 -2.6252 -0.877 0.665 -0.588
H -1.3385 -6.8201 -1.6546 -2.168 1.668 -0.695
H -3.2828 -6.2721 -2.0947 3.084 0.311 0.086
H -2.1663 -5.3222 -0.9968 0.123 -0.228 -0.026
C -2.8082 -3.9481 3.2551 -1.463 0.273 -0.999
N -1.5637 -3.4932 2.5772 -3.876 -1.752 -0.832
O -0.5547 -3.6684 3.1191 3.894 0.127 1.475
O -1.7514 -3.0904 1.4504 0.538 1.226 -1.296
H -3.3701 -4.6005 2.5409 0.369 1.123 0.050
H -3.3433 -2.9435 3.4091 0.415 -2.055 0.599
H -2.5643 -4.6856 4.0138 0.083 1.079 0.887
C 0.3154 -1.6843 5.8642 -2.496 5.384 2.202
N -1.1749 -1.5661 5.7309 0.605 -0.110 0.431
O -1.6147 -0.4537 5.7663 -0.537 1.439 -0.111
O -1.8631 -2.5554 5.6334 0.207 -0.620 -0.064
H 0.5215 -2.5643 5.5997 2.006 -6.925 -2.436
H 0.5624 -1.5687 6.8995 -0.117 0.203 0.698
H 0.7696 -0.8989 5.3205 0.372 0.590 -0.714
C -4.7116 4.3193 2.5463 1.913 -2.468 4.242
N -4.0706 3.8834 1.2812 -2.365 1.369 -0.243
O -4.9140 3.6626 0.4160 1.413 -0.290 -0.155
O -2.8693 3.7940 1.2030 -0.006 -0.313 -0.235
H -5.3842 3.4588 2.8460 0.879 0.860 -0.409
H -5.3190 5.1789 2.7021 -0.258 1.034 -1.439
H -3.8750 4.3970 3.3692 -1.485 -0.275 -1.712
C 2.9498 2.5943 4.8408 -3.517 1.278 -0.859
N 2.7363 1.4297 3.9069 0.068 1.060 2.564
O 2.9613 1.6395 2.7490 -0.361 -0.383 -1.123
O 2.5809 0.3798 4.4660 -0.648 -1.587 -0.441
H 2.5936 3.4695 4.2556 -0.256 -0.441 0.879
H 3.9237 2.5957 4.6781 4.933 0.623 0.199
H 2.6770 2.5578 5.9174 -0.214 -0.589 -1.265
C 0.3536 -2.3593 -5.8330 0.095 -0.517 1.694
N 1.5326 -3.1897 -5.2285 0.013 6.020 1.867
O 2.1260 -2.5744 -4.2493 -1.502 -2.904 -2.265
O 1.9629 -4.0152 -5.9404 1.142 -2.396 -0.095
H 0.6996 -2.3585 -6.9040 -0.603 1.178 1.192
H 0.1800 -1.4831 -5.0687 0.596 -1.296 -2.402
H -0.5364 -2.9944 -5.7966 0.155 -0.021 0.037
C 6.2839 -1.2796 0.1791 2.679 1.287 1.762
N 5.0240 -1.9884 0.2558 2.097 -1.021 -0.685
O 4.8335 -2.8185 -0.6082 -0.813 -0.188 -0.194
O 4.3629 -1.7534 1.2075 -2.234 0.185 1.627
H 6.5699 -1.2940 -0.8528 0.150 0.630 -0.471
H 7.1737 -1.8003 0.7387 -2.152 0.448 -0.810
H 6.1537 -0.2793 0.7181 0.201 -1.310 -1.258
C 2.0795 -6.0048 -3.6412 -4.926 0.925 7.909
N 2.1241 -6.6902 -2.1959 0.695 0.097 1.481
O 2.6690 -7.7646 -2.0354 -0.441 0.567 -0.929
O 1.6748 -6.0465 -1.2120 0.266 -0.638 -2.539
H 2.1288 -5.0492 -3.2725 1.084 2.678 0.061
H 1.0603 -6.0549 -3.8317 -1.817 -0.721 -1.143
H 2.6992 -6.3395 -4.2604 5.167 -2.933 -4.850